Formula: C18H14BrI2N2OPt
Source: the OMol25 dataset
Level of theory: the ωB97M-V functional and the def2-TZVPD basis

The spin multiplicity is 5. Its net charge is +1. Its expectation value of S² is 6.09.

XYZ file:
```
39
Properties=species:S:1:pos:R:3:forces:R:3
Pt -1.105 -0.130 0.362 0.251 -0.189 0.528
Br 4.154 -1.075 5.315 -0.274 0.355 0.000
C 2.483 -0.640 4.500 0.193 -1.167 0.853
C 1.310 -1.160 5.085 -0.924 1.347 -1.694
C 0.096 -0.862 4.338 0.579 -1.191 2.259
C 0.090 -0.355 3.057 3.629 1.108 -0.236
O -0.947 -0.057 2.397 -2.544 -0.230 -1.195
C 1.461 0.089 2.471 -7.247 -2.232 3.486
C 1.757 0.405 1.274 -0.649 2.889 -9.165
N 0.901 0.699 0.033 -1.442 -2.232 5.668
C 1.103 0.811 -1.195 2.638 1.497 -2.337
C 2.350 1.458 -1.707 -2.797 -1.890 0.711
C 2.581 1.518 -3.031 -0.897 0.148 -0.837
C 1.587 1.097 -3.963 -1.347 -1.589 -0.220
C 0.279 0.541 -3.566 -0.464 0.147 1.313
C -0.879 0.149 -4.405 1.267 1.587 0.986
C -2.129 -0.061 -3.830 2.342 -0.223 -1.211
C -2.118 -0.132 -2.468 -2.825 -1.791 0.325
N -1.091 -0.004 -1.697 0.142 0.508 2.427
C 0.069 0.426 -2.137 0.931 0.794 -3.169
C 2.482 -0.010 3.302 5.526 1.072 2.180
H 1.393 -1.637 6.068 -0.546 0.179 -0.566
H -0.863 -1.058 4.842 0.427 -0.043 -0.534
H 2.724 0.370 0.909 2.062 0.277 -0.109
H 2.875 1.846 -0.884 1.400 0.615 0.328
H 3.490 2.000 -3.309 0.436 0.108 -0.804
H 1.698 0.951 -5.032 0.791 0.718 0.021
H -0.830 0.202 -5.478 0.420 -0.114 -0.286
H -2.969 -0.351 -4.443 -0.174 0.250 0.193
H -2.993 -0.546 -1.979 -0.130 0.355 0.101
H 3.378 0.567 2.938 -0.453 -1.187 0.761
I -3.842 -1.626 0.651 -0.270 0.213 0.166
C -4.540 0.366 0.334 -0.941 -0.467 -0.144
I -3.154 1.840 0.811 0.753 0.532 -0.155
H -5.367 0.604 1.001 -0.060 -0.473 -0.141
H -4.880 0.401 -0.706 0.260 0.274 0.328
C -0.283 -1.928 0.102 -0.967 0.362 -0.502
H -0.850 -2.511 -0.650 0.844 0.012 0.701
H 0.578 -2.198 0.689 0.060 -0.329 -0.030
```
Forces are in eV/Å.

---

Formula: C3H3NO2
Source: the OMol25 dataset
Level of theory: the ωB97M-V functional and the def2-TZVPD basis

Its SMILES is N#CC(O)=C=O.[H][H]. The spin multiplicity is 1. Its net charge is 0.

XYZ file:
```
9
Properties=species:S:1:pos:R:3:forces:R:3
N 0.292 -0.381 -2.446 -0.316 0.060 1.531
C 0.039 -0.422 -1.311 0.183 -0.375 -1.073
C -0.303 -0.612 0.064 -0.049 0.393 0.085
O -0.902 -1.786 0.509 0.085 -0.177 0.014
C -0.235 0.341 0.997 0.249 0.580 0.807
O -0.152 1.032 1.927 -0.204 -0.634 -0.935
H -0.309 -2.207 1.148 -0.076 -0.090 -0.280
H 0.466 2.219 -0.399 0.624 -0.229 -0.148
H 1.106 1.817 -0.489 -0.496 0.472 0.000
```
Forces are in eV/Å.

---

Formula: C7H11N2O2S
Source: the OMol25 dataset
Level of theory: the ωB97M-V functional and the def2-TZVPD basis

The spin multiplicity is 1. Its net charge is -1.

XYZ file:
```
23
Properties=species:S:1:pos:R:3:forces:R:3
C -0.052 0.327 2.821 -0.153 0.053 1.077
C 3.258 -0.126 1.529 -1.473 1.785 0.959
C -0.558 0.704 0.453 -1.345 -0.795 -0.641
C -1.773 0.970 -1.640 -1.394 -0.135 -0.368
C -1.487 -1.441 -0.878 -1.094 0.812 1.948
C 0.478 -0.161 -1.712 0.780 0.642 -0.999
C -0.866 -0.042 -0.931 0.465 0.774 0.223
N -0.553 0.129 1.561 0.908 -1.546 -0.291
N 2.751 0.466 2.789 0.365 -0.104 1.024
O 3.405 0.707 0.670 0.757 1.684 -2.473
O 3.393 -1.310 1.584 0.678 -3.556 -0.080
S 1.461 0.281 3.519 -0.653 0.749 0.110
H -0.649 0.048 3.720 -0.236 0.180 -1.011
H -0.645 1.799 0.338 0.960 0.029 0.071
H -1.933 0.610 -2.702 -0.316 0.574 1.188
H -1.285 1.935 -1.677 0.401 0.239 -0.314
H -2.752 1.236 -1.062 1.385 -1.028 -1.111
H -1.380 -1.936 -1.804 -0.455 -0.098 -1.619
H -0.874 -2.117 -0.278 -0.296 0.311 0.792
H -2.586 -1.385 -0.531 1.750 -0.417 -0.469
H 0.993 -1.088 -1.521 0.095 -0.469 0.775
H 1.201 0.624 -1.378 -0.500 -0.426 -0.558
H 0.451 -0.229 -2.872 -0.629 0.744 1.767
```
Forces are in eV/Å.

---

How do the records compare in ΔE to the lowest compared entry with this formula, charge and spin? In the order shown, they have 2.36; 355.88; 231.41 kJ/mol.
How do the records compare in total energy? In the order shown, they have -4167.2660; -321.2421; -931.4376 Eh.